# 1
Density functional theory data (the ωB97M-V functional and the def2-TZVPD basis) for C28H42NO4PdS2Si as an isolated structure.

```
79
Properties=species:S:1:pos:R:3
Pd -0.55895 -0.60254 0.32095
O 2.20488 -0.56905 0.40082
S 3.61931 -1.00718 0.52059
C 4.56023 0.45399 1.02017
C 4.24070 1.75053 0.26391
C 3.48258 2.76479 1.13037
C 2.01648 2.41588 1.37517
S 0.79595 3.21950 0.29092
O -0.36854 2.29932 0.30211
C 1.58844 3.01201 -1.30650
C 2.50902 3.94080 -1.77470
C 3.06902 3.76601 -3.03085
C 2.67023 2.69541 -3.82424
C 1.70789 1.81062 -3.36347
C 1.16275 1.95640 -2.09347
C 4.23446 -1.14299 -1.16350
C 3.30289 -1.07164 -2.18208
C 3.72892 -1.25033 -3.49397
C 5.06324 -1.49434 -3.77050
C 5.98839 -1.57337 -2.73497
C 5.57272 -1.40780 -1.42407
H 5.61249 0.16954 0.94714
H 4.33554 0.54692 2.08630
H 3.66926 1.52704 -0.63986
H 5.18025 2.19636 -0.06848
H 3.56691 3.76036 0.68356
H 3.99056 2.84212 2.09620
H 1.68357 2.71937 2.36893
H 1.80642 1.34918 1.26443
H 2.77807 4.80157 -1.17289
H 3.79830 4.47687 -3.39941
H 3.09825 2.56714 -4.81106
H 1.35788 0.99778 -3.98753
H 0.38993 1.28083 -1.74088
H 2.26257 -0.88847 -1.93841
H 3.00479 -1.20600 -4.29711
H 5.38773 -1.63490 -4.79398
H 7.03051 -1.77417 -2.94902
H 6.28695 -1.49420 -0.61299
C -1.88622 1.24308 3.14039
C -1.75046 -0.27381 3.19170
C -1.78340 -0.75127 4.64769
C -0.49272 -0.74162 2.47840
H -2.82302 1.57715 3.59471
H -1.85499 1.59942 2.11122
H -1.05387 1.71283 3.68351
H -2.62150 -0.68803 2.67748
H -0.92838 -0.34494 5.20093
H -1.72260 -1.84151 4.70514
H -2.69845 -0.43314 5.15981
H -0.32046 -1.80951 2.64818
H 0.38853 -0.19822 2.85703
O -4.27513 0.26349 1.14779
C -3.80953 0.39429 0.03157
C -4.62785 0.94382 -1.14716
C -3.62060 1.02719 -2.28362
C -2.37750 0.38019 -1.68420
O -1.33479 0.19178 -2.31508
N -2.55028 0.06196 -0.38145
H -5.08300 1.89266 -0.86510
H -5.43490 0.23598 -1.34374
H -3.36247 2.04950 -2.56582
H -3.91380 0.50015 -3.19164
C -0.57125 -5.63366 0.25397
Si 0.30268 -4.01150 -0.19213
C 1.59986 -3.76803 1.17202
C 1.28261 -4.36290 -1.77361
C -0.88188 -2.63548 -0.43167
H 0.13548 -6.46353 0.35831
H -1.31278 -5.90297 -0.50326
H -1.09998 -5.51895 1.20522
H 1.70335 -4.66094 1.79570
H 1.34336 -2.92042 1.81113
H 2.58281 -3.56991 0.73672
H 1.92504 -5.24159 -1.65771
H 1.92175 -3.51335 -2.02837
H 0.61400 -4.54014 -2.62045
H -1.82451 -2.82835 0.09355
H -1.12711 -2.50358 -1.49176
```

Spin multiplicity = 3
E_LUMO (spin up / spin down) = 2.10 / 2.10 eV
Energy relative to the best compared isomer or geometry (same formula, charge and spin) = 0.00 kcal/mol
Charge = -1
Frontier orbital gap (spin up / spin down) = 0.1719 / 0.2466 hartree
HOMO energy (spin up / spin down) = -2.57 / -4.61 eV
<S²> = 2.01

Here are the Löwdin charges for atoms 1 to 6, given in e: Pd 0.801; O -0.547; S 0.968; C -0.323; C -0.214; C -0.233



# 2
Density functional theory data (the ωB97M-V functional and the def2-TZVPD basis) for C40H45Br2GeN4O2PSn as an isolated structure.

```
96
Properties=species:S:1:pos:R:3
Sn 0.04295 -0.14982 -0.55345
C 2.64446 -0.41182 -2.74180
C 3.08222 -0.70952 -1.34369
C 4.37528 -1.17104 -1.05160
C 4.76621 -1.40682 0.25209
C 3.81381 -1.30357 1.29678
C 4.10611 -1.33453 2.65722
Br 5.76260 -1.66590 3.35462
C 3.11115 -1.17712 3.63560
C 1.80093 -0.83161 3.27768
Br 0.65827 -0.36767 4.67669
C 1.44469 -0.79014 1.91247
O 0.20432 -0.59553 1.54939
C 2.48707 -0.89813 0.98440
N 2.19677 -0.52428 -0.34327
H 2.62450 -1.21911 -3.47445
H 3.39096 0.37767 -3.12345
H 1.62261 0.02533 -2.74061
H 5.04328 -1.42678 -1.84318
H 5.69910 -1.76520 0.53147
H 3.35923 -1.36809 4.68085
C 1.49270 -5.02310 -3.12926
C 0.64671 -5.89879 -3.79096
C -0.69709 -5.99980 -3.51110
C -1.20244 -5.29974 -2.40821
C -0.34307 -4.41814 -1.75387
C 0.98602 -4.18739 -2.11809
Ge -2.87094 -5.55708 -1.32178
C -3.72829 -3.68102 -1.31678
C -4.99542 -3.44605 -0.76795
C -5.50029 -2.14881 -0.63081
C -4.64566 -1.07046 -0.99564
C -3.43326 -1.31587 -1.66452
C -3.05525 -2.62415 -1.93772
C -2.15642 -5.66018 0.59621
C -1.93560 -4.45027 1.25100
C -1.14728 -4.38184 2.42480
C -0.68735 -5.58326 2.97843
C -1.09641 -6.82795 2.42188
C -1.73018 -6.85090 1.19105
H 2.50530 -4.95789 -3.46328
H 1.03804 -6.52891 -4.56123
H -1.31430 -6.63723 -4.12474
H -0.71608 -3.79745 -0.91093
H 1.56635 -3.44048 -1.53785
H -5.71554 -4.23444 -0.59642
H -6.51657 -2.03640 -0.26974
H -4.91194 -0.02810 -0.94172
H -2.82382 -0.50688 -2.01659
H -2.26717 -2.85746 -2.61638
H -2.33096 -3.47567 0.85454
H -0.82251 -3.42956 2.85407
H 0.05676 -5.59603 3.78688
H -0.91242 -7.74323 3.00426
H -1.89610 -7.80781 0.71031
O 0.55355 1.79362 -0.11095
P 0.25135 3.29270 0.14293
N 1.67132 4.03100 0.10200
C 2.74363 3.72817 -0.90718
C 3.95665 4.62640 -0.50883
C 3.66283 5.25391 0.88846
C 2.11398 5.10092 1.02712
N -0.89787 3.78562 -1.00351
C -1.25976 5.19510 -1.32256
C -2.23500 5.12779 -2.51519
C -2.70041 3.66830 -2.57389
C -1.50931 2.87124 -1.98842
N -0.46963 3.42910 1.64443
C -1.47240 4.43019 1.92531
C -1.94479 4.29173 3.33642
C -1.51010 2.86318 3.73367
C -0.35496 2.51714 2.81843
H 2.39068 3.90861 -1.93880
H 3.03162 2.64470 -0.85915
H 4.07953 5.42273 -1.23463
H 4.82972 3.94782 -0.37213
H 3.93713 6.26994 0.99151
H 4.13382 4.68994 1.69832
H 1.60687 6.08799 0.77195
H 1.84511 4.86354 2.08140
H -0.29756 5.73803 -1.63474
H -1.70664 5.70334 -0.48175
H -1.79031 5.42381 -3.47694
H -3.09601 5.83323 -2.34154
H -2.99738 3.41765 -3.59943
H -3.56492 3.55300 -1.89957
H -0.77811 2.64628 -2.79757
H -1.77820 1.98147 -1.38826
H -2.33929 4.20239 1.24815
H -1.20966 5.45307 1.64886
H -3.02955 4.41203 3.43634
H -1.46275 5.01564 4.05746
H -2.35117 2.17057 3.48891
H -1.31754 2.73051 4.83257
H -0.41544 1.43546 2.45705
H 0.60492 2.65827 3.34214
```

Spin multiplicity = 2
E_LUMO (spin up / spin down) = -10.12 / -10.97 eV
Energy relative to the best compared isomer or geometry (same formula, charge and spin) = 61.92 kcal/mol
Charge = +3
Frontier orbital gap (spin up / spin down) = 0.1938 / 0.1624 hartree
HOMO energy (spin up / spin down) = -15.39 / -15.39 eV
<S²> = 0.77

Here are the Löwdin charges for atoms 1 to 6, given in e: Sn 1.343; C -0.010; C -0.285; C 0.053; C 0.069; C -0.153



# 3
Density functional theory data (the ωB97M-V functional and the def2-TZVPD basis) for one molecule with the formula C4H12SSi.

```
18
Properties=species:S:1:pos:R:3
C -0.31578 2.08975 0.09764
Si -0.01972 0.22868 0.17649
C -1.40329 -0.68595 1.04885
C 1.54259 -0.18893 1.07913
C 0.04564 -0.54542 -1.52630
S 0.80654 -2.16433 -1.60676
H -0.39611 2.56868 1.07951
H -1.21269 2.22414 -0.46020
H 0.52620 2.55508 -0.37822
H -1.58637 -0.25140 2.04459
H -2.30871 -0.46997 0.46356
H -1.17146 -1.77153 1.03389
H 1.36145 -0.35504 2.15266
H 2.09755 -1.02927 0.66206
H 2.19040 0.70046 1.01596
H 0.58318 0.09616 -2.23108
H -0.98126 -0.61179 -1.85205
H 0.24185 -2.38932 -2.79972
```

SMILES = C[Si](C)(C)CS
E_LUMO = 0.79 eV
Energy relative to the best compared isomer or geometry (same formula, charge and spin) = 5.82 kcal/mol
Charge = 0
Frontier orbital gap = 0.3582 hartree
HOMO energy = -8.96 eV

Here are the Löwdin charges for atoms 1 to 6, given in e: C -0.167; Si 0.408; C -0.195; C -0.196; C -0.684; S 0.658